(1)
8 unconnected molecules or ions with the total composition C24H70N8O9 in a non-equilibrium geometry, computed with ωB97M-V with the def2-TZVPD basis set.

```
! RIJCOSX wB97M-V def2-TZVPD def2/J DEFGRID3
* xyz -1 2
N 6.791 -6.168 -5.260
H 6.553 -5.940 -6.215
H 7.445 -5.449 -4.989
H 7.239 -7.073 -5.221
H 5.953 -6.050 -4.708
N 8.748 -9.397 -4.709
O 8.831 -10.618 -4.474
O 9.572 -8.641 -4.171
O 7.800 -8.851 -5.271
C 4.459 -3.823 -3.759
C 3.787 -5.109 -3.610
C 2.789 -5.568 -4.662
O 2.085 -4.449 -5.166
C 1.091 -4.774 -6.231
N 4.821 -6.193 -3.441
H 3.695 -3.118 -4.084
H 5.161 -3.765 -4.591
H 4.978 -3.527 -2.847
H 3.186 -5.082 -2.701
H 2.123 -6.346 -4.289
H 3.288 -5.923 -5.564
H 0.412 -5.515 -5.808
H 1.679 -5.187 -7.050
H 0.521 -3.888 -6.507
H 5.017 -6.068 -2.458
H 4.435 -7.126 -3.454
C 3.097 -9.289 -0.960
C 2.217 -8.881 -2.156
C 2.695 -9.410 -3.530
O 3.855 -8.718 -4.025
C 4.178 -9.189 -5.258
N 0.894 -9.331 -1.787
H 4.165 -9.164 -1.137
H 2.966 -10.348 -0.738
H 2.794 -8.670 -0.115
H 2.230 -7.795 -2.250
H 1.827 -9.200 -4.156
H 2.906 -10.474 -3.421
H 3.457 -8.910 -6.027
H 4.357 -10.264 -5.259
H 5.109 -8.683 -5.513
H 0.301 -9.018 -2.542
H 0.994 -10.336 -1.759
C 7.138 -8.705 -1.494
C 7.427 -7.161 -1.482
C 6.514 -6.251 -0.584
O 5.116 -6.492 -0.804
C 4.321 -5.850 0.091
N 8.764 -6.894 -1.086
H 6.292 -8.903 -2.152
H 6.972 -9.201 -0.537
H 8.005 -9.212 -1.916
H 7.432 -6.825 -2.519
H 6.915 -5.263 -0.812
H 6.745 -6.429 0.466
H 4.578 -4.802 0.244
H 4.343 -6.234 1.111
H 3.296 -5.913 -0.273
H 8.936 -7.287 -0.172
H 9.332 -7.409 -1.743
C 11.702 -4.987 -7.214
C 10.535 -5.862 -6.747
C 10.411 -7.175 -7.595
O 10.219 -7.072 -8.967
C 9.999 -8.296 -9.611
N 10.744 -6.114 -5.283
H 11.932 -4.133 -6.577
H 11.336 -4.506 -8.121
H 12.669 -5.472 -7.349
H 9.675 -5.192 -6.773
H 9.584 -7.804 -7.266
H 11.222 -7.895 -7.483
H 9.207 -8.889 -9.153
H 10.921 -8.869 -9.514
H 9.851 -8.112 -10.675
H 10.186 -6.922 -5.051
H 11.707 -6.402 -5.187
C 4.312 -5.701 -9.310
C 5.258 -6.509 -8.356
C 6.005 -7.693 -9.054
O 4.958 -8.664 -9.319
C 5.257 -9.617 -10.348
N 6.153 -5.523 -7.716
H 4.926 -5.401 -10.160
H 3.737 -4.821 -9.023
H 3.534 -6.352 -9.710
H 4.618 -6.886 -7.558
H 6.764 -7.999 -8.334
H 6.446 -7.359 -9.993
H 5.111 -9.140 -11.317
H 4.498 -10.376 -10.155
H 6.284 -9.976 -10.282
H 5.550 -4.716 -7.643
H 6.761 -5.180 -8.446
C 7.994 -1.975 -4.416
C 9.014 -2.957 -4.924
C 10.509 -2.567 -4.552
O 10.755 -1.361 -5.202
C 11.996 -0.716 -4.790
N 8.697 -4.253 -4.377
H 7.025 -2.474 -4.444
H 7.995 -1.063 -5.012
H 8.219 -1.849 -3.357
H 8.855 -3.012 -6.001
H 11.123 -3.401 -4.893
H 10.799 -2.468 -3.506
H 11.991 0.297 -5.192
H 12.809 -1.278 -5.249
H 12.133 -0.652 -3.710
H 9.418 -4.870 -4.722
H 8.928 -4.078 -3.410
*
```

Summary:
- HOMO-LUMO gap (alpha / beta): 1.84 / 8.64 eV
- HOMO level (alpha / beta): 0.021 / -0.232 Eh
- E: -56362.8517 eV
- Expectation value of S²: 0.75

=====

(2)
10 unconnected molecules or ions with the total composition C24H71ClN5O13 in a non-equilibrium geometry, computed with ωB97M-V with the def2-TZVPD basis set.

```
! RIJCOSX wB97M-V def2-TZVPD def2/J DEFGRID3
* xyz 0 2
Cl -0.634 -0.046 -0.443
O 0.608 0.356 -0.993
O -0.511 -0.594 0.888
O -1.608 1.000 -0.486
O -1.116 -1.145 -1.215
O -2.480 -4.130 -2.506
H -2.136 -4.998 -2.294
H -1.816 -3.523 -2.180
O -4.764 1.470 0.197
H -5.182 0.610 0.146
H -3.912 1.348 -0.221
C -3.932 0.556 -3.115
C -3.954 -0.945 -3.593
C -2.773 -1.372 -4.482
O -2.881 -2.754 -4.841
C -1.745 -3.281 -5.572
N -4.031 -1.795 -2.373
H -3.015 0.732 -2.552
H -4.791 0.858 -2.516
H -3.858 1.214 -3.981
H -4.868 -1.077 -4.173
H -1.852 -1.263 -3.911
H -2.636 -0.695 -5.326
H -0.798 -2.817 -5.296
H -1.997 -2.886 -6.556
H -1.698 -4.356 -5.397
H -4.759 -1.413 -1.786
H -3.225 -1.563 -1.811
C 0.402 -5.135 4.022
C 1.390 -5.149 2.823
C 1.408 -3.864 1.981
O 2.528 -3.859 1.093
C 2.431 -2.860 0.012
N 2.707 -5.410 3.365
H 0.610 -5.954 4.711
H -0.655 -5.300 3.813
H 0.563 -4.200 4.557
H 1.197 -5.987 2.154
H 1.573 -3.036 2.671
H 0.503 -3.753 1.383
H 3.386 -2.725 -0.496
H 2.149 -1.873 0.378
H 1.629 -3.075 -0.694
H 2.642 -6.210 3.978
H 2.761 -4.672 4.052
C -2.319 -3.140 2.689
C -3.729 -2.678 2.176
C -4.026 -1.244 2.767
O -4.298 -1.439 4.129
C -4.240 -0.171 4.827
N -3.572 -2.599 0.725
H -2.046 -2.847 3.703
H -1.572 -3.033 1.903
H -2.294 -4.230 2.693
H -4.592 -3.257 2.504
H -4.890 -0.784 2.286
H -3.172 -0.580 2.629
H -5.065 0.444 4.467
H -3.370 0.470 4.683
H -4.434 -0.317 5.890
H -3.161 -3.477 0.441
H -2.849 -1.937 0.483
C 3.023 1.093 2.517
C 2.009 2.073 3.189
C 0.536 1.942 2.792
O -0.304 2.874 3.481
C -1.575 2.909 2.943
N 2.124 1.865 4.597
H 2.757 1.133 1.460
H 2.947 0.107 2.975
H 4.070 1.372 2.627
H 2.247 3.114 2.973
H 0.148 0.954 3.043
H 0.523 2.156 1.724
H -2.221 3.629 3.444
H -2.048 1.927 2.933
H -1.485 3.373 1.961
H 3.035 2.118 4.951
H 1.458 2.401 5.135
C 5.218 4.425 1.432
C 4.440 4.723 0.163
C 3.072 3.962 0.041
O 2.442 4.392 -1.165
C 1.120 4.100 -1.207
N 4.371 6.136 -0.097
H 4.708 4.792 2.323
H 6.099 5.057 1.542
H 5.510 3.385 1.580
H 5.047 4.251 -0.609
H 2.409 4.238 0.861
H 3.118 2.873 0.013
H 0.997 3.043 -0.972
H 0.719 4.399 -2.176
H 0.532 4.697 -0.510
H 3.907 6.471 0.736
H 3.685 6.303 -0.819
C 0.414 1.052 -4.664
C -0.606 2.145 -4.893
O -0.187 2.770 -6.040
H 0.149 0.377 -5.478
H 0.268 0.447 -3.769
H 1.444 1.377 -4.810
H -0.787 2.834 -4.068
H -1.521 1.665 -5.242
H 0.129 3.631 -5.755
C 4.280 1.722 -2.496
C 3.739 0.290 -2.727
O 3.623 -0.310 -1.453
H 4.793 2.095 -3.382
H 4.976 1.815 -1.662
H 3.423 2.389 -2.391
H 4.453 -0.337 -3.261
H 2.745 0.190 -3.165
H 2.798 -0.051 -1.037
*
```

Summary:
- HOMO-LUMO gap (alpha / beta): 8.46 / 3.31 eV
- HOMO level (alpha / beta): -0.318 / -0.318 Eh
- E: -72614.1106 eV
- Expectation value of S²: 0.75

=====

(3)
9 unconnected molecules or ions with the total composition C24H71N13O9 in a non-equilibrium geometry, computed with ωB97M-V with the def2-TZVPD basis set.

```
! RIJCOSX wB97M-V def2-TZVPD def2/J DEFGRID3
* xyz 1 2
C 7.270 2.697 8.013
C 6.386 1.973 6.923
C 5.709 3.018 6.019
O 5.236 2.519 4.785
C 4.111 1.663 4.829
N 7.291 0.983 6.286
H 6.749 3.580 8.384
H 8.166 3.047 7.501
H 7.410 2.003 8.842
H 5.609 1.300 7.288
H 6.290 3.938 5.955
H 4.807 3.445 6.456
H 3.384 1.977 5.578
H 4.220 0.586 4.957
H 3.457 1.887 3.986
H 8.262 0.985 6.562
H 7.442 1.314 5.344
C -1.917 -1.187 -2.107
C -0.844 -0.262 -1.474
C -0.174 -0.621 -0.146
O 0.270 0.579 0.556
C 1.086 0.332 1.711
N 0.210 0.169 -2.397
H -2.704 -1.408 -1.386
H -1.424 -2.043 -2.568
H -2.383 -0.556 -2.863
H -1.439 0.650 -1.434
H 0.676 -1.291 -0.277
H -0.812 -1.142 0.568
H 2.010 -0.216 1.529
H 0.576 -0.196 2.518
H 1.516 1.284 2.021
H 0.768 0.786 -1.824
H -0.022 0.776 -3.170
C -7.315 -0.948 -2.934
C -7.054 0.048 -1.839
C -5.570 0.496 -1.693
O -5.442 1.331 -0.563
C -4.107 1.899 -0.409
N -7.848 1.278 -2.085
H -8.059 -0.665 -3.678
H -7.414 -1.943 -2.500
H -6.453 -1.114 -3.580
H -7.315 -0.389 -0.876
H -5.166 0.887 -2.626
H -4.913 -0.313 -1.374
H -3.490 1.297 0.257
H -4.125 2.898 0.028
H -3.443 1.908 -1.273
H -7.776 1.279 -3.093
H -7.489 2.169 -1.774
C 1.795 -2.792 3.717
C 2.240 -1.665 4.594
C 1.183 -1.272 5.630
O 0.521 -2.287 6.362
C -0.310 -1.644 7.310
N 3.507 -2.040 5.313
H 2.594 -3.015 3.011
H 1.017 -2.291 3.142
H 1.346 -3.628 4.255
H 2.390 -0.781 3.974
H 0.346 -0.746 5.171
H 1.620 -0.569 6.339
H -1.067 -0.978 6.896
H 0.335 -1.140 8.031
H -1.037 -2.332 7.739
H 3.421 -2.958 5.726
H 3.570 -1.463 6.140
C -0.078 -5.432 -4.503
C -0.261 -4.381 -3.402
C 0.027 -4.829 -1.906
O -0.580 -3.953 -0.968
C -0.450 -4.368 0.410
N 0.678 -3.291 -3.757
H 0.947 -5.746 -4.702
H -0.523 -5.122 -5.448
H -0.502 -6.368 -4.140
H -1.268 -4.002 -3.578
H 1.096 -4.698 -1.736
H -0.059 -5.912 -1.814
H 0.436 -3.913 0.853
H -0.496 -5.448 0.548
H -1.276 -3.840 0.886
H 1.603 -3.686 -3.663
H 0.704 -2.549 -3.072
C 1.489 2.654 -4.631
O 0.979 2.833 -3.509
N 0.780 2.412 -5.628
N 2.782 2.738 -4.890
H -0.223 2.429 -5.509
H 1.180 2.100 -6.501
H 3.256 3.216 -4.137
H 3.057 2.627 -5.855
C 0.228 -0.999 -6.496
O -0.130 -0.246 -7.404
N 1.029 -1.940 -6.743
N -0.322 -1.093 -5.320
H 1.309 -2.528 -5.972
H 1.273 -2.112 -7.708
H -1.026 -0.435 -5.016
H -0.078 -1.893 -4.753
C -1.743 4.637 -0.318
O -2.391 5.029 -1.249
N -1.696 5.104 0.823
N -0.930 3.623 -0.344
H -2.325 5.865 1.033
H -0.972 4.813 1.465
H -1.001 3.176 -1.246
H -0.492 3.312 0.512
C -2.440 2.341 -4.201
O -1.886 1.547 -4.939
N -3.741 2.485 -4.121
N -1.924 3.056 -3.353
H -4.157 3.150 -3.485
H -4.201 1.985 -4.868
H -2.438 3.641 -2.709
H -0.929 2.924 -3.238
*
```

Summary:
- HOMO-LUMO gap (alpha / beta): 8.62 / 3.10 eV
- HOMO level (alpha / beta): -0.391 / -0.391 Eh
- E: -63826.2964 eV
- Relative energy (zero: lowest compared OMol25 entry of this formula, charge and spin): 0.00 kJ/mol
- Expectation value of S²: 0.76

=====

(4)
A molecular structure, C24H71O12Pd in a non-equilibrium geometry, computed with ωB97M-V with the def2-TZVPD basis set.

```
! RIJCOSX wB97M-V def2-TZVPD def2/J DEFGRID3
* xyz 1 3
Pd 25.587 -13.221 7.602
C 23.130 -11.874 10.892
C 24.553 -11.633 10.403
O 24.750 -11.729 9.036
H 22.747 -12.859 10.611
H 22.463 -11.131 10.447
H 22.986 -11.803 11.971
H 25.306 -12.262 10.896
H 24.758 -10.588 10.697
C 21.764 -12.769 5.993
C 22.234 -13.449 7.278
O 23.523 -14.047 7.021
H 21.470 -13.535 5.268
H 22.582 -12.249 5.499
H 20.876 -12.170 6.200
H 21.507 -14.202 7.591
H 22.449 -12.756 8.091
H 23.455 -14.851 6.496
C 24.557 -9.221 15.845
C 24.232 -9.049 14.384
O 24.160 -10.266 13.674
H 25.525 -9.694 16.061
H 23.879 -9.845 16.430
H 24.721 -8.263 16.342
H 25.014 -8.410 13.946
H 23.368 -8.386 14.248
H 24.359 -10.135 12.746
C 27.360 -11.750 13.075
C 26.742 -10.369 12.736
O 26.607 -9.569 13.896
H 26.757 -12.313 13.790
H 28.313 -11.482 13.532
H 27.512 -12.321 12.161
H 25.744 -10.502 12.299
H 27.458 -9.992 12.003
H 26.071 -10.123 14.481
C 26.951 -15.240 12.263
C 28.355 -15.330 11.701
O 28.244 -15.620 10.284
H 26.388 -14.347 11.960
H 26.903 -15.047 13.337
H 26.328 -16.076 11.952
H 28.875 -16.193 12.122
H 28.969 -14.461 11.943
H 29.055 -15.298 9.878
C 28.284 -10.813 8.767
C 28.171 -12.231 9.292
O 27.620 -13.125 8.287
H 28.774 -10.114 9.440
H 27.279 -10.442 8.555
H 28.809 -10.753 7.811
H 27.428 -12.287 10.084
H 29.114 -12.709 9.562
H 28.288 -13.488 7.699
C 23.769 -16.175 9.776
C 24.930 -16.331 8.801
O 25.776 -15.145 8.987
H 23.124 -17.060 9.769
H 23.160 -15.288 9.621
H 24.171 -16.153 10.790
H 24.626 -16.311 7.754
H 25.532 -17.216 9.001
H 26.570 -15.517 9.416
C 25.604 -11.991 3.840
C 26.293 -11.239 4.962
O 25.604 -11.497 6.185
H 25.741 -13.064 3.975
H 25.972 -11.754 2.838
H 24.549 -11.719 3.757
H 26.346 -10.152 4.828
H 27.367 -11.439 4.844
H 25.094 -10.693 6.404
C 24.844 -15.139 14.452
C 24.443 -13.728 14.034
O 24.357 -12.970 15.241
H 25.902 -15.352 14.606
H 24.583 -15.862 13.668
H 24.267 -15.451 15.321
H 23.457 -13.728 13.560
H 25.121 -13.398 13.236
H 24.163 -12.068 14.946
C 25.612 -6.528 9.415
C 26.316 -7.859 9.190
O 27.566 -7.946 9.839
H 24.600 -6.538 9.005
H 26.159 -5.749 8.883
H 25.532 -6.311 10.480
H 26.425 -8.064 8.119
H 25.612 -8.647 9.514
H 27.355 -8.347 10.689
C 19.552 -12.845 12.315
C 18.562 -13.232 13.394
O 17.952 -12.080 13.985
H 20.413 -12.317 12.728
H 19.080 -12.216 11.560
H 19.959 -13.773 11.900
H 19.043 -13.737 14.231
H 17.756 -13.834 12.960
H 17.367 -11.681 13.333
C 21.596 -8.961 6.788
C 22.920 -8.609 7.477
O 23.966 -9.533 7.235
H 21.228 -9.963 7.024
H 21.681 -8.954 5.699
H 20.825 -8.239 7.057
H 22.760 -8.507 8.555
H 23.151 -7.602 7.110
H 24.170 -9.901 8.105
*
```

Summary:
- HOMO-LUMO gap (alpha / beta): 9.18 / 7.13 eV
- HOMO level (alpha / beta): -0.433 / -0.431 Eh
- E: -54077.3904 eV
- Expectation value of S²: 2.01